{"formula": "C2H7NO2S", "method": "ωB97M-V/def2-TZVPD", "elements": ["C", "C", "N", "O", "O", "S", "H", "H", "H", "H", "H", "H", "H"], "xyz": [[-0.188832, 1.395278, 0.559165], [-0.650401, -0.798935, -0.311675], [-0.140427, 0.499371, -0.529890], [2.362306, -1.233365, 0.742642], [3.186288, 1.014416, 0.053068], [2.401123, -0.167000, -0.235837], [-1.020851, 2.088742, 0.387500], [-0.315025, 0.920419, 1.539936], [0.719026, 2.005608, 0.555270], [-1.742358, -0.746773, -0.235565], [-0.398922, -1.425569, -1.163947], [-0.287157, -1.261344, 0.615767], [3.051206, -0.753479, -1.419285]], "atomic_forces_ev_per_a": [[-0.15, 0.34, 0.31], [-0.50, -0.22, -0.03], [0.09, 0.13, -0.43], [-0.28, -0.22, 0.05], [-0.11, 0.28, -0.12], [1.99, -0.69, -1.01], [-0.08, 0.08, 0.14], [-0.07, 0.02, -0.01], [-0.07, 0.06, 0.10], [-0.19, -0.13, 0.05], [-0.05, -0.21, 0.02], [0.00, 0.09, -0.03], [-0.59, 0.46, 0.97]], "lumo_ev": [0.6, -2.5], "multiplicity": 3, "total_charge": 0, "relative_energy_kj_mol": 0.2}